Entry from the OMol25 dataset: a structure of composition C12H23HoN2O2P2S at a distorted geometry (wB97M-V/def2-TZVPD).

Values from the calculation:
ΔE to the lowest compared entry with this formula, charge and spin in eV: 2.508
Frontier orbital gap (spin up / spin down) in Eh: 0.153 / 0.203
Net charge: +2
2S+1: 5
Energy in eV: -75087.486
Molar mass in g/mol: 486.27

Positions of all 43 atoms, in Å:
Ho1 -0.740 -0.599 -0.154
P1 -0.373 0.642 -2.546
C1 0.322 -0.981 -2.850
C2 1.297 -1.678 -2.058
N1 1.288 -1.489 -0.678
C3 2.293 -1.925 0.118
C4 3.364 -2.612 -0.458
C5 3.359 -2.941 -1.834
C6 2.274 -2.537 -2.602
C7 2.217 -1.608 1.605
P2 0.534 -1.345 2.354
H1 2.150 -2.762 -3.661
H2 4.216 -2.900 0.164
H3 4.183 -3.539 -2.276
H4 2.658 -2.449 2.174
H5 2.805 -0.694 1.798
H6 -2.476 -2.532 -2.170
H7 0.149 -1.391 -3.836
H8 -5.121 -3.168 2.789
O1 -2.343 -2.096 -1.315
H9 -3.257 -2.128 -0.991
H10 -0.172 -0.133 1.685
O2 -4.328 -2.639 2.939
H11 -4.269 -2.183 2.101
C8 0.206 -2.901 3.175
H12 1.075 -3.099 3.819
H13 -0.698 -2.870 3.789
H14 0.089 -3.735 2.479
C9 0.908 -0.322 3.826
H15 -0.040 0.115 4.164
H16 1.325 -0.925 4.647
H17 1.593 0.501 3.583
C10 1.002 1.732 -3.172
H18 0.925 1.832 -4.274
H19 0.882 2.717 -2.685
H20 1.973 1.276 -2.895
C11 -1.732 0.882 -3.805
H21 -2.238 1.828 -3.551
H22 -1.345 0.961 -4.834
H23 -2.470 0.065 -3.750
S1 -0.928 4.253 1.243
C12 -0.945 2.712 0.888
N2 -0.927 1.550 0.549